{
  "formula": "C5H10O2",
  "method": "the ωB97M-V functional and the def2-TZVPD basis",
  "species": ["O", "O", "C", "C", "C", "C", "C", "H", "H", "H", "H", "H", "H", "H", "H", "H", "H"],
  "xyz": [[-1.051513, -1.769029, 0.514842], [0.736014, 0.954613, -0.330839], [2.107533, 1.087851, -0.642107], [-2.012503, 0.492680, 0.291210], [0.278252, -0.359571, -0.284113], [-1.218547, -0.619199, -0.352902], [0.158708, -1.187189, 1.016237], [0.799767, -0.972695, -1.041390], [-1.628256, 0.725913, 1.290021], [-3.060253, 0.202840, 0.377624], [-1.631453, -0.928704, -1.313703], [-1.909140, 1.395746, -0.317924], [2.295010, 2.154611, -0.785813], [2.760669, 0.721003, 0.163635], [1.042230, -1.800803, 1.027180], [-0.040810, -0.654926, 1.958302], [2.374296, 0.556863, -1.570253]],
  "atomic_forces_ev_per_a": [[0.0925, 0.0318, 0.0290], [-0.1789, 0.1020, 0.0582], [0.1994, 0.0604, -0.0286], [-0.1498, 0.0416, 0.0130], [-0.1278, -0.1063, -0.0967], [-0.3027, 0.2260, -0.3953], [0.8720, 0.5508, -0.3218], [-0.0980, 0.1465, 0.2660], [-0.0841, -0.0490, -0.1951], [0.0031, 0.1203, -0.0263], [-0.0714, 0.0877, -0.0338], [-0.1758, -0.0854, 0.0633], [-0.0060, -0.1648, 0.0414], [-0.1696, 0.0301, -0.0758], [-0.0753, -1.0362, 0.8727], [0.4259, -0.0213, -0.3385], [-0.1536, 0.0657, 0.1683]],
  "energy_ha": -346.9220,
  "e_above_lowest_kcal_mol": 64.9,
  "lumo_energy_ev": 1.0,
  "spin_multiplicity": 1
}